DFT (ωB97M-V with the def2-TZVPD basis set) results for one molecule with the formula C4H7NO2.

Atoms and positions in Å:
C  -1.091  -0.995  1.000
C  -0.295  -0.132  0.020
C  -0.996  1.127  -0.356
O  -2.174  1.329  -0.173
C  1.178  -0.035  0.197
N  1.632  0.314  -1.184
O  1.912  -0.409  1.067
H  -1.252  -0.482  1.962
H  -2.083  -1.197  0.593
H  -0.591  -1.943  1.215
H  0.157  -0.260  -1.172
H  -0.374  1.865  -0.900
H  2.335  -0.340  -1.501
H  1.899  1.275  -1.346

As for the charge: 0. The calculation puts the orbital gap at 10.08 eV. For the highest occupied orbital energy, the calculation gives -9.572 eV. Its spin multiplicity is 1.

***

DFT (ωB97M-V with the def2-TZVPD basis set) results for C15H16N7OPtS as an isolated structure.

Atoms and positions in Å:
Pt  1.154  0.719  -0.394
O  -0.387  -0.130  3.179
C  -0.084  0.046  2.010
N  1.105  -0.083  1.408
C  2.362  -0.181  2.116
C  3.487  0.201  1.170
C  4.810  0.084  1.560
C  5.819  0.456  0.689
C  5.485  0.940  -0.567
C  4.152  1.031  -0.904
N  3.175  0.671  -0.061
C  -1.182  0.481  1.000
C  -2.537  0.677  1.549
C  -3.664  0.424  0.893
C  -3.385  0.917  -1.598
C  -2.205  0.231  -2.282
N  -0.773  0.685  -0.205
H  2.542  -1.192  2.495
H  2.375  0.487  2.984
H  5.038  -0.296  2.547
H  6.855  0.370  0.987
H  6.240  1.242  -1.277
H  3.827  1.399  -1.866
H  -2.559  0.980  2.589
H  -4.649  0.592  1.308
H  -4.343  1.112  -2.071
H  -2.084  0.327  -3.354
C  -2.892  -2.374  0.219
C  -2.905  -1.201  -0.684
N  -3.587  -0.070  -0.445
N  -2.535  2.030  -1.336
C  -1.319  1.261  -1.469
S  0.199  1.916  -2.207
N  -2.219  -1.136  -1.805
N  -1.319  -2.070  -2.302
H  -3.724  -2.329  0.914
H  -1.962  -2.395  0.795
H  -2.952  -3.289  -0.371
H  -2.682  2.743  -0.635
H  -0.922  -2.635  -1.564
H  -1.753  -2.642  -3.017

As for the charge: +1. The calculation puts the orbital gap at 6.50 eV. For the highest occupied orbital energy, the calculation gives -10.471 eV. Its spin multiplicity is 1.

***

DFT (ωB97M-V with the def2-TZVPD basis set) results for one molecule with the formula C5H7N.

Atoms and positions in Å:
C  -1.298  -0.431  -0.053
C  -0.266  0.114  -1.016
C  0.020  -1.128  -0.227
C  1.175  -0.142  0.641
N  0.549  1.040  1.175
C  0.782  0.964  -0.264
H  -2.307  -0.728  -0.329
H  -1.414  0.111  0.912
H  -0.422  0.261  -2.083
H  0.189  -2.175  -0.536
H  2.104  -0.510  1.104
H  -0.445  0.863  1.437
H  1.333  1.760  -0.762

As for the charge: 0. The calculation puts the orbital gap at 10.42 eV. For the highest occupied orbital energy, the calculation gives -9.190 eV. Its spin multiplicity is 1.

***

DFT (ωB97M-V with the def2-TZVPD basis set) results for a 2-piece molecular cluster, C4H8OSe overall.

Atoms and positions in Å:
C  0.119  -1.353  -0.696
C  0.696  -2.570  -0.009
C  -0.969  2.765  0.090
C  1.612  2.240  0.914
O  -0.260  -0.325  -0.225
Se  -0.092  1.774  1.144
H  1.473  -3.008  -0.666
H  -0.204  -3.259  0.141
H  1.052  -2.282  1.041
H  -0.041  -1.623  -1.707
H  -1.978  2.610  -0.023
H  -0.360  3.387  -0.637
H  2.143  1.500  1.485
H  1.782  2.392  -0.190

As for the charge: 0. The calculation puts the orbital gap (spin up / spin down) at 7.59 / 7.59 eV. For the highest occupied orbital energy (spin up / spin down), the calculation gives -7.120 / -7.119 eV. Its spin multiplicity is 1.

***

ΔE to the lowest compared entry with this formula, charge and spin / kcal per mole: 64.88 55.43 97.70 88.49
Electronic energy / eV: -9844.46639 -42367.68571 -6784.27591 -71666.57087